1 | Computed, not measured: the ion C3H10N2O with charge +1, with the ωB97M-V functional and the def2-TZVPD basis.

Kohn-Sham gap (alpha / beta)   0.38447 / 0.19833 hartree
Spin multiplicity   2
Lowest unoccupied orbital energy (alpha / beta)   -3.38 / -8.32 eV
Charge   +1

Each line ends with the natural charge from an NBO analysis.
CARTESIAN COORDINATES (ANGSTROEM)
C (0.28817, -0.25077, -0.80983)  -0.30
N (0.97863, 0.28257, 0.35557)  -0.21
C (1.29914, 1.62983, 0.46012)  0.00
O (0.20610, 2.60373, 0.11298)  -0.60
C (-0.91447, -1.39088, -0.56018)  -0.19
N (-1.59696, -1.18827, 0.69636)  -0.85
H (0.93000, -0.80075, -1.45331)  0.28
H (-0.24509, 0.49006, -1.34637)  0.24
H (1.60877, -0.31152, 0.83182)  0.42
H (1.54539, 1.93090, 1.44786)  0.26
H (2.27396, 1.79308, 0.01753)  0.27
H (-0.42291, 1.88498, 0.07630)  0.46
H (-1.70812, -1.24008, -1.27527)  0.23
H (-0.60000, -2.43406, -0.85781)  0.20
H (-1.06677, -1.46910, 1.57683)  0.38
H (-2.57585, -1.52973, 0.72739)  0.41

---

2 | Computed, not measured: a cluster of 2 separate species, C3H10N2O in total, with the ωB97M-V functional and the def2-TZVPD basis.

Kohn-Sham gap (alpha / beta)   0.39909 / 0.15958 hartree
Spin multiplicity   2
Lowest unoccupied orbital energy (alpha / beta)   -3.45 / -9.17 eV
Charge   +1

Each line ends with the natural charge from an NBO analysis.
CARTESIAN COORDINATES (ANGSTROEM)
C (1.60365, -0.11544, -1.87034)  -0.47
N (1.02508, -0.55883, -0.59104)  -0.24
C (1.72745, -1.63651, 0.00438)  -0.46
H (1.53628, -0.98039, -2.55645)  0.27
H (2.65722, 0.17098, -1.86885)  0.26
H (0.94968, 0.55523, -2.40266)  0.26
H (0.10669, -0.78597, -0.92694)  0.42
H (2.83223, -1.46987, -0.09674)  0.26
H (1.28840, -1.85466, 0.99255)  0.26
H (1.48397, -2.50507, -0.68244)  0.27
C (-1.91796, 0.90618, 1.20275)  0.51
N (-0.60841, 0.69068, 1.39655)  -0.80
O (-2.43260, 1.21551, 0.13368)  -0.51
H (-2.59303, 0.55509, 2.00982)  0.18
H (-0.12301, 0.43983, 2.28542)  0.42
H (-0.07314, 0.30248, 0.51755)  0.37

---

Most stable one: 2, least stable one: 1.

---

1 | Computed, not measured: a cluster of 3 separate species, C3H10N2O in total, with the ωB97M-V functional and the def2-TZVPD basis.

Kohn-Sham gap (alpha / beta)   0.16772 / 0.16779 hartree
Spin multiplicity   2
Lowest unoccupied orbital energy (alpha / beta)   -7.13 / -7.11 eV
Charge   +1

Each line ends with the natural charge from an NBO analysis.
CARTESIAN COORDINATES (ANGSTROEM)
N (-2.80314, 0.90915, 2.28181)  -1.16
C (0.00899, -1.04180, -0.81253)  0.03
C (-1.05440, -0.19492, -0.01684)  -0.20
O (-2.24851, -0.68811, 0.17865)  -0.19
C (1.07026, -0.34420, -1.24020)  -0.25
N (3.59260, -0.10771, -0.96693)  -0.47
H (-2.83030, 1.91196, 2.12389)  0.38
H (-2.49269, 0.23043, 1.45752)  0.37
H (-0.35859, -2.06274, -1.03245)  0.30
H (-0.58334, 0.09629, 0.88754)  0.27
H (-0.96055, 0.73689, -0.74191)  0.30
H (-2.75866, 0.65554, 3.23766)  0.38
H (2.18513, -0.42822, -1.01966)  0.29
H (0.98206, 0.45926, -2.08741)  0.29
H (3.88513, 0.06146, -1.83722)  0.32
H (4.36600, -0.19328, -0.41193)  0.34

---

2 | Computed, not measured: a cluster of 2 separate species, C3H10N2O in total, with the ωB97M-V functional and the def2-TZVPD basis.

Kohn-Sham gap (alpha / beta)   0.36057 / 0.23899 hartree
Spin multiplicity   2
Lowest unoccupied orbital energy (alpha / beta)   -5.06 / -8.37 eV
Charge   +1

Each line ends with the natural charge from an NBO analysis.
CARTESIAN COORDINATES (ANGSTROEM)
C (-0.27770, -0.08332, 1.90572)  -0.61
C (-0.69812, 1.05782, 0.88533)  -0.29
N (-1.03810, 0.62861, -0.45540)  -0.28
C (-0.76795, -0.41947, -1.43151)  0.22
N (-1.01648, -0.05775, -2.68411)  -0.37
H (0.07522, -0.90598, 1.38770)  0.20
H (-1.02828, -0.33815, 2.59618)  0.24
H (0.50545, 0.33634, 2.55011)  0.25
H (-1.59948, 1.43363, 1.42534)  0.27
H (0.12525, 1.81604, 0.87648)  0.29
H (-1.47601, 1.39830, -0.99765)  0.44
H (0.08341, -1.13060, -1.36003)  0.24
H (-1.09894, -0.85782, -3.33434)  0.39
H (3.08010, -1.56916, 1.63570)  0.48
H (2.17193, -0.92315, 0.67364)  0.44
O (3.00075, -0.82321, 1.04577)  -0.91

---

Most stable one: 2, least stable one: 1.